1.
{
  "formula": "C9H32N12O7",
  "method": "ωB97M-V/def2-TZVPD",
  "species": ["C", "C", "C", "O", "H", "H", "H", "H", "H", "H", "H", "H", "C", "O", "N", "N", "H", "H", "H", "H", "C", "O", "N", "N", "H", "H", "H", "H", "C", "O", "N", "N", "H", "H", "H", "H", "C", "O", "N", "N", "H", "H", "H", "H", "C", "O", "N", "N", "H", "H", "H", "H", "C", "O", "N", "N", "H", "H", "H", "H"],
  "xyz": [[0.253, -0.791, -0.383], [-0.800, 0.202, 0.011], [-0.070, 1.503, 0.599], [-1.625, 0.845, -0.991], [0.829, -0.992, 0.520], [0.861, -0.408, -1.203], [-0.220, -1.742, -0.627], [-1.434, -0.256, 0.770], [0.382, 1.220, 1.550], [-0.774, 2.334, 0.623], [0.681, 1.776, -0.143], [-2.371, 1.198, -0.501], [2.808, 2.610, -1.889], [2.234, 2.785, -2.959], [3.014, 3.547, -1.019], [3.224, 1.407, -1.586], [2.984, 4.551, -1.121], [3.411, 3.178, -0.167], [3.790, 1.246, -0.765], [3.226, 0.717, -2.324], [-4.394, 1.627, 1.046], [-3.391, 1.156, 1.456], [-5.607, 1.338, 1.365], [-4.425, 2.596, 0.195], [-5.656, 0.700, 2.146], [-6.427, 1.815, 1.018], [-3.636, 3.128, -0.146], [-5.382, 2.823, -0.032], [3.023, -0.203, 3.536], [2.885, 0.985, 3.437], [4.134, -0.808, 3.586], [2.027, -0.983, 3.633], [4.105, -1.817, 3.620], [5.020, -0.325, 3.633], [2.042, -1.978, 3.459], [1.222, -0.401, 3.816], [-4.246, -2.801, 0.355], [-3.566, -3.382, -0.492], [-3.756, -1.991, 1.298], [-5.508, -2.993, 0.587], [-4.368, -1.641, 2.021], [-2.808, -1.644, 1.270], [-5.913, -2.469, 1.349], [-6.073, -3.562, -0.028], [4.397, -1.364, -0.042], [4.754, -0.232, 0.147], [3.418, -1.999, 0.557], [4.930, -2.110, -0.993], [2.937, -1.600, 1.351], [3.135, -2.901, 0.203], [4.766, -3.106, -0.996], [5.765, -1.693, -1.378], [-0.213, -0.052, -4.102], [0.147, -0.435, -5.222], [0.252, 0.951, -3.400], [-1.290, -0.602, -3.545], [-0.215, 1.071, -2.512], [1.081, 1.451, -3.689], [-1.819, -0.179, -2.796], [-1.751, -1.304, -4.106]],
  "forces_ev_per_a": [[-0.86, -0.39, -0.58], [0.64, 3.30, 1.39], [-0.48, -1.87, -0.40], [0.07, -1.65, -0.78], [0.26, 0.30, -0.10], [0.21, -0.27, 0.15], [0.11, -0.07, -0.47], [-0.17, 0.22, 0.01], [0.16, 0.62, 0.12], [0.03, -0.17, 0.60], [0.26, -0.05, 0.16], [-0.12, -0.05, 0.19], [-1.60, -0.16, -3.93], [-0.25, 0.93, -0.96], [1.18, 1.98, 3.82], [1.13, -2.45, 1.28], [-0.34, -0.59, -0.50], [0.06, 0.76, 0.20], [0.07, -0.46, -0.21], [-0.10, 0.20, 0.27], [1.09, 1.36, -0.73], [3.22, -2.31, 1.91], [-4.20, -3.09, 2.86], [-0.39, 3.68, -3.60], [-0.70, 0.12, -0.22], [0.27, -0.36, 0.46], [-0.26, -0.26, 0.12], [0.90, 1.02, -0.84], [0.74, 3.47, -0.34], [-0.18, 2.87, 0.04], [6.02, -3.04, 0.10], [-5.75, -2.86, 0.28], [0.66, 0.33, 0.21], [-0.33, -0.12, -0.31], [-0.43, 0.37, 0.42], [-0.73, -1.02, -0.33], [3.41, -1.28, -1.00], [-0.56, 0.72, 0.16], [1.57, 1.59, 1.40], [-4.33, -0.81, 0.03], [0.58, 0.15, -0.25], [-0.38, -0.15, -0.10], [-0.48, -0.48, -0.56], [0.16, 0.19, 0.28], [0.10, 0.39, -0.45], [0.55, 1.85, 0.96], [-2.45, -1.32, 2.17], [1.67, -1.10, -2.02], [0.05, 0.05, -0.45], [-0.21, 0.35, 0.34], [0.48, 0.29, -0.31], [-0.08, -0.57, -0.25], [-0.65, -0.65, -2.69], [0.82, 0.17, 0.42], [1.06, 1.07, 0.85], [-2.30, -1.91, 0.73], [0.54, 0.70, -0.08], [-0.12, 0.29, 0.40], [0.29, -0.05, -0.01], [0.12, 0.22, 0.18]],
  "gap_ev": 8.2,
  "e_tot_ev": -42068.7391,
  "largest_force_ev_per_a": 6.74,
  "e_homo_ev": -8.2,
  "smiles": "NC(N)=O.NC(N)=O.NC(N)=O.NC(N)=O.NC(N)=O.NC(N)=O.CC(C)O",
  "lumo_energy_ev": 0.05
}

---

2.
{
  "formula": "C9H32N9O10",
  "method": "ωB97M-V/def2-TZVPD",
  "species": ["O", "C", "O", "O", "H", "C", "O", "N", "N", "H", "H", "H", "H", "C", "O", "N", "N", "H", "H", "H", "H", "C", "O", "N", "N", "H", "H", "H", "H", "C", "O", "N", "N", "H", "H", "H", "H", "C", "C", "C", "O", "C", "N", "H", "H", "H", "H", "H", "H", "H", "H", "H", "H", "H", "O", "H", "H", "O", "H", "H"],
  "xyz": [[0.282, -0.171, -0.256], [0.229, 1.212, -0.495], [-0.373, 1.654, -1.484], [0.744, 1.892, 0.439], [0.528, 0.048, 0.673], [-3.409, 0.572, -3.427], [-4.544, 0.448, -3.915], [-3.264, 1.146, -2.216], [-2.261, 0.191, -4.023], [-2.387, 1.470, -1.820], [-4.117, 1.310, -1.715], [-1.396, 0.431, -3.573], [-2.268, -0.012, -5.006], [2.263, -0.201, 3.218], [2.320, -0.951, 2.232], [2.823, -0.423, 4.435], [1.643, 0.988, 3.152], [3.324, -1.295, 4.465], [2.936, 0.343, 5.066], [1.279, 1.453, 2.334], [1.451, 1.367, 4.062], [0.932, -0.616, -5.164], [0.955, -0.821, -6.402], [0.601, 0.619, -4.743], [0.951, -1.623, -4.291], [0.612, 0.785, -3.744], [0.592, 1.410, -5.356], [0.811, -1.594, -3.298], [0.983, -2.493, -4.795], [3.867, 0.459, -1.342], [4.584, -0.178, -2.113], [2.933, 1.332, -1.772], [3.907, 0.321, 0.018], [2.901, 1.394, -2.775], [2.425, 1.889, -1.107], [3.180, 0.713, 0.589], [4.478, -0.432, 0.354], [-3.585, -0.083, 1.379], [-2.597, -0.118, 2.534], [-1.818, -1.420, 2.435], [-0.958, -1.695, 3.522], [-0.309, -2.917, 3.289], [-1.733, 1.064, 2.484], [-4.522, -0.561, 1.666], [-3.109, -0.407, 0.451], [-3.908, 0.936, 1.151], [-3.102, -0.130, 3.504], [-1.191, -1.425, 1.533], [-2.536, -2.232, 2.249], [0.548, -2.986, 3.965], [0.203, -2.947, 2.322], [-0.878, -3.840, 3.433], [-1.257, 1.136, 3.380], [-0.963, 0.773, 1.887], [0.625, 4.281, 1.823], [-0.321, 4.348, 1.981], [0.730, 3.440, 1.339], [-0.270, -2.731, -1.038], [0.002, -1.828, -0.793], [0.433, -3.296, -0.701]],
  "forces_ev_per_a": [[0.11, 1.93, 0.99], [-1.52, 1.14, -1.19], [0.66, -0.90, 0.03], [0.59, -0.46, 0.16], [0.53, -1.97, -0.11], [-1.64, 0.34, -0.45], [0.90, -0.33, -0.05], [0.19, 0.36, 1.10], [0.24, -0.16, -0.10], [0.00, -0.29, -0.17], [0.03, 0.12, -0.07], [-0.01, -0.04, -0.17], [0.02, -0.01, 0.06], [-0.39, 0.03, -2.31], [0.29, 0.06, 1.25], [-0.01, -1.29, -0.40], [-0.35, 0.90, 1.30], [0.20, 0.29, 0.59], [0.39, -0.20, 0.26], [0.01, -0.35, -0.38], [-0.26, 0.65, -0.31], [-1.62, 0.42, -3.51], [0.72, -0.19, 1.37], [0.44, 0.61, 2.09], [0.57, -0.88, 0.00], [0.01, 0.42, -0.11], [0.15, -0.20, -0.26], [-0.08, 0.08, 0.08], [0.04, -0.19, 0.54], [0.31, -0.79, 0.17], [-0.14, 0.25, 0.40], [0.15, -0.02, -0.42], [0.62, 0.15, -0.39], [-0.36, 0.51, 0.14], [-0.24, 0.27, -0.41], [-0.08, -0.30, 0.15], [-0.23, -0.01, 0.22], [-0.43, 0.85, 0.14], [0.23, -0.13, 0.30], [-0.06, -0.28, -0.78], [-0.61, -0.24, 0.08], [1.76, -0.19, 0.34], [0.57, -0.34, 0.35], [0.21, -0.68, -0.49], [-0.32, -0.55, 0.03], [0.30, 0.20, 0.33], [-0.21, 0.16, -0.10], [-0.14, 0.28, -0.19], [-0.01, -0.18, 0.38], [-0.22, 0.15, 0.35], [-0.47, 0.11, -0.32], [-0.60, 0.29, -0.10], [-0.13, 0.10, 0.08], [0.00, 0.55, -0.33], [0.12, -0.06, 0.27], [0.00, -0.07, -0.08], [-0.22, 0.24, -0.25], [0.18, -0.05, -0.07], [-0.17, -0.14, -0.02], [-0.02, 0.03, -0.02]],
  "gap_ev": 9.1,
  "e_tot_ev": -43745.3166,
  "charge": -1,
  "largest_force_ev_per_a": 3.89,
  "e_homo_ev": -6.8,
  "lumo_energy_ev": 2.33
}

---

3.
{
  "formula": "C9H32O7",
  "method": "ωB97M-V/def2-TZVPD",
  "species": ["C", "O", "H", "H", "H", "H", "C", "O", "H", "H", "H", "H", "C", "O", "H", "H", "H", "H", "C", "O", "H", "H", "H", "H", "C", "O", "H", "H", "H", "H", "C", "O", "H", "H", "H", "H", "C", "C", "C", "O", "H", "H", "H", "H", "H", "H", "H", "H"],
  "xyz": [[-1.605, 0.971, -0.228], [-0.520, 0.799, -1.136], [-2.118, 0.050, 0.085], [-1.171, 1.437, 0.660], [-2.394, 1.633, -0.664], [-0.041, 1.609, -1.074], [0.543, -3.404, 1.538], [1.176, -2.142, 1.759], [1.280, -4.275, 1.372], [0.049, -3.659, 2.465], [-0.215, -3.321, 0.719], [1.325, -1.717, 0.919], [2.819, 3.137, -0.787], [1.495, 2.758, -1.185], [3.112, 2.414, -0.052], [3.516, 3.124, -1.597], [2.863, 4.156, -0.373], [1.373, 3.026, -2.127], [1.572, 1.909, -4.226], [0.902, 3.063, -3.806], [0.941, 1.360, -4.910], [2.504, 2.173, -4.698], [1.638, 1.236, -3.328], [-0.055, 2.842, -3.931], [3.162, -0.590, -1.520], [2.256, -0.394, -0.440], [4.189, -0.158, -1.316], [3.199, -1.704, -1.644], [2.732, -0.176, -2.478], [1.715, 0.387, -0.612], [-2.417, 0.359, -3.988], [-1.409, 1.282, -3.638], [-3.304, 0.930, -4.306], [-2.016, -0.361, -4.720], [-2.619, -0.297, -3.071], [-1.156, 0.981, -2.739], [-2.063, -1.092, 3.458], [-2.215, -2.104, 4.610], [-1.119, -1.940, 5.637], [-3.570, -2.029, 5.147], [-2.906, -1.240, 2.790], [-1.151, -1.320, 2.846], [-1.980, -0.059, 3.775], [-2.092, -3.063, 4.201], [-0.816, -0.872, 5.674], [-0.241, -2.378, 5.269], [-1.282, -2.237, 6.649], [-3.887, -1.103, 5.023]],
  "forces_ev_per_a": [[-0.65, 0.74, 0.38], [-1.21, -1.56, -0.13], [0.66, -0.04, -0.45], [-0.48, 0.04, 0.19], [0.58, -0.32, 0.30], [1.15, 1.20, -0.04], [0.65, -0.40, -0.41], [-0.33, -0.86, 0.45], [-0.89, 1.38, -0.20], [-0.38, -0.03, 0.19], [0.63, -0.37, 0.56], [0.38, 0.38, -0.63], [-0.85, 0.40, 0.40], [0.35, 0.31, -0.55], [0.42, -0.21, 0.54], [0.41, -0.25, -0.76], [-0.26, -0.29, 0.08], [-0.26, 0.02, 0.43], [-0.52, -1.46, 0.91], [-1.50, 0.72, -0.20], [0.04, -0.17, -0.51], [0.45, -0.08, 0.13], [0.67, 0.41, -0.92], [0.80, 0.41, 0.36], [-0.12, -0.55, -0.67], [0.04, 0.33, 0.06], [-1.14, -0.48, -0.23], [0.45, 0.99, -0.03], [0.68, -0.35, 0.98], [0.07, -0.10, -0.01], [-0.02, -1.09, 1.00], [0.23, 0.02, 0.55], [0.17, -0.69, -0.07], [-0.52, 0.43, -0.25], [-0.31, 0.93, -1.17], [0.56, 0.58, -0.25], [0.89, -1.18, -0.56], [-0.74, 1.75, 0.34], [-0.13, 2.44, -0.13], [0.55, 0.89, -0.29], [-0.24, 0.23, -0.15], [-0.56, 0.20, 0.62], [-0.17, 0.18, 0.27], [-0.36, -1.49, -0.60], [-0.38, -0.27, 0.24], [1.31, -1.07, -0.49], [-0.55, -0.58, 0.49], [0.43, -1.06, 0.20]],
  "gap_ev": 10.6,
  "e_tot_ev": -24181.5539,
  "largest_force_ev_per_a": 2.45,
  "e_homo_ev": -10.0,
  "smiles": "CC(C)O.CO.CO.CO.CO.CO.CO",
  "lumo_energy_ev": 0.64
}

---

4.
{
  "formula": "C9H34BN12O9P",
  "method": "ωB97M-V/def2-TZVPD",
  "species": ["C", "C", "O", "C", "P", "B", "O", "O", "H", "H", "H", "H", "H", "H", "H", "H", "H", "H", "C", "O", "N", "N", "H", "H", "H", "H", "C", "O", "N", "N", "H", "H", "H", "H", "C", "O", "N", "N", "H", "H", "H", "H", "C", "O", "N", "N", "H", "H", "H", "H", "C", "O", "N", "N", "H", "H", "H", "H", "C", "O", "N", "N", "H", "H", "H", "H"],
  "xyz": [[1.791, -0.157, 0.994], [0.714, 0.435, 1.885], [-0.019, -0.657, 2.517], [-0.302, 1.314, 1.151], [-1.048, 0.351, -0.254], [-2.161, -0.839, 0.847], [-1.886, -2.196, 0.824], [-3.185, -0.421, 1.657], [1.413, -0.980, 0.388], [2.623, -0.545, 1.581], [2.141, 0.633, 0.324], [1.189, 1.035, 2.667], [-0.362, -0.340, 3.360], [-1.059, 1.642, 1.871], [0.171, 2.204, 0.732], [-1.991, 1.293, -0.729], [-1.290, -2.445, 1.540], [-3.323, 0.532, 1.631], [1.326, 4.025, -1.731], [1.409, 3.263, -0.773], [1.330, 5.385, -1.550], [1.206, 3.593, -3.005], [1.261, 6.037, -2.308], [1.486, 5.726, -0.620], [1.230, 2.605, -3.181], [1.235, 4.203, -3.800], [-2.205, -5.324, 3.766], [-1.468, -6.291, 3.713], [-2.933, -5.021, 4.888], [-2.367, -4.453, 2.724], [-3.551, -4.235, 4.947], [-2.842, -5.639, 5.672], [-1.893, -4.671, 1.866], [-2.999, -3.674, 2.730], [-2.547, -0.849, -3.840], [-2.549, 0.370, -3.779], [-1.868, -1.633, -2.957], [-3.243, -1.523, -4.812], [-1.896, -2.635, -2.975], [-1.339, -1.169, -2.235], [-3.755, -0.971, -5.473], [-3.256, -2.522, -4.885], [3.028, -3.407, 2.906], [2.908, -3.408, 1.692], [2.172, -2.718, 3.719], [4.029, -4.089, 3.543], [2.236, -2.729, 4.719], [1.430, -2.211, 3.257], [4.658, -4.618, 2.969], [4.129, -4.114, 4.539], [-2.306, 4.498, 1.164], [-1.796, 5.292, 1.936], [-3.521, 3.906, 1.425], [-1.730, 4.115, -0.006], [-3.993, 3.320, 0.763], [-3.997, 4.193, 2.260], [-0.821, 4.477, -0.236], [-2.132, 3.420, -0.607], [3.709, 1.446, -4.980], [2.845, 2.303, -5.076], [4.765, 1.573, -4.124], [3.680, 0.296, -5.716], [5.467, 0.867, -4.006], [4.785, 2.389, -3.541], [2.904, 0.172, -6.338], [4.366, -0.429, -5.632]],
  "forces_ev_per_a": [[-0.05, 0.13, 0.01], [-0.24, 0.04, -0.07], [0.38, -0.05, 0.19], [0.10, -0.02, 0.13], [0.01, -0.09, -0.26], [-0.01, -0.02, 0.06], [-0.10, 0.13, 0.06], [0.08, -0.01, -0.06], [-0.07, 0.05, 0.03], [-0.03, 0.03, 0.00], [0.08, -0.09, 0.03], [-0.05, -0.05, 0.02], [-0.08, 0.04, -0.11], [0.03, 0.05, -0.07], [0.09, -0.14, 0.04], [-0.17, -0.02, 0.24], [0.07, -0.01, -0.06], [0.02, -0.01, -0.05], [0.10, 0.00, 0.04], [-0.03, 0.01, 0.02], [-0.10, -0.01, -0.03], [-0.23, 0.05, 0.05], [0.01, 0.00, 0.01], [0.03, 0.00, 0.00], [0.11, 0.01, -0.02], [0.12, -0.03, -0.02], [-0.11, 0.05, 0.06], [0.01, -0.01, -0.01], [0.05, 0.01, 0.00], [0.17, 0.03, -0.02], [-0.01, -0.01, 0.00], [-0.01, 0.00, 0.00], [-0.06, -0.05, -0.01], [-0.05, -0.04, -0.03], [-0.08, 0.02, -0.02], [0.01, -0.01, 0.02], [0.02, 0.01, -0.01], [0.02, 0.00, 0.03], [-0.01, 0.00, 0.01], [0.07, -0.03, -0.02], [0.00, 0.00, 0.00], [0.00, 0.00, -0.01], [-0.13, 0.00, -0.08], [0.07, -0.01, 0.06], [-0.03, 0.08, -0.22], [0.06, 0.03, 0.01], [-0.04, -0.01, -0.01], [0.03, 0.01, 0.15], [-0.02, -0.02, 0.01], [-0.01, -0.03, 0.01], [0.00, -0.02, -0.01], [0.00, -0.02, 0.01], [0.09, -0.19, 0.11], [-0.05, 0.16, -0.16], [-0.06, 0.09, -0.05], [-0.03, 0.05, -0.03], [0.03, -0.05, 0.08], [0.05, -0.02, -0.01], [-0.03, -0.05, 0.08], [-0.03, 0.01, -0.07], [0.02, 0.04, -0.07], [0.03, 0.04, -0.04], [-0.02, -0.01, 0.03], [-0.01, -0.01, 0.02], [0.00, -0.01, 0.01], [-0.01, -0.01, 0.01]],
  "gap_ev": 8.8,
  "e_tot_ev": -56167.0876,
  "largest_force_ev_per_a": 0.43,
  "e_homo_ev": -8.5,
  "smiles": "C[C@H](O)CPB(O)O.NC(N)=O.NC(N)=O.NC(N)=O.NC(N)=O.NC(N)=O.NC(N)=O",
  "lumo_energy_ev": 0.32
}